<P>
One molecule with the formula C4H9N3. Source: OMol25; level of theory: ωB97M-V/def2-TZVPD.

Each line ends with the natural charge from an NBO analysis.
Element x y z (Å)
H1 0.811 1.331 -1.067  0.205
N1 0.202 1.256 1.007  -0.463
H2 -2.181 0.943 -0.418  0.186
H3 -1.102 -1.884 0.766  0.366
C1 0.493 0.057 1.436  0.134
N2 -0.678 -1.528 -0.079  -0.846
C2 -1.299 1.153 -1.010  -0.791
C3 -0.016 0.906 -0.502  -0.091
H4 2.383 -0.674 -0.562  0.363
H5 -0.173 2.041 1.546  0.402
H6 -1.370 -1.040 -0.657  0.398
H7 0.735 -0.231 2.452  0.207
C4 0.448 -0.664 0.135  0.171
H8 -1.433 1.699 -1.932  0.209
N3 1.673 -1.311 -0.224  -0.838
H9 1.507 -2.054 -0.890  0.387

Computed properties:
**LUMO energy (spin up / spin down)**: 0.23 / 0.23 eV
**Gap between HOMO and LUMO (spin up / spin down)**: 6.6 / 6.6 eV

<Q>
One molecule with the formula C4H9N3. Source: OMol25; level of theory: ωB97M-V/def2-TZVPD.

Each line ends with the natural charge from an NBO analysis.
Element x y z (Å)
C1 -1.167 1.184 0.628  -0.390
H1 2.333 -1.065 0.931  0.210
H2 -1.034 -2.060 -0.601  0.371
N1 -0.367 0.646 -1.225  -0.636
C2 0.220 1.309 -0.016  0.079
H3 -1.966 1.743 0.157  0.216
H4 1.434 -1.529 -0.524  0.175
H5 -1.195 1.186 1.711  0.213
H6 2.393 -0.038 -0.509  0.188
C3 -0.804 -0.139 -0.050  0.397
N2 0.605 0.040 0.643  -0.478
H7 0.330 0.166 -1.796  0.339
C4 1.744 -0.679 0.097  -0.447
H8 0.877 2.170 -0.084  0.200
H9 -1.865 -1.620 0.772  0.382
N3 -1.538 -1.315 -0.135  -0.819

Computed properties:
**LUMO energy**: 1.01 eV
**Gap between HOMO and LUMO**: 9.2 eV

Structures ranked by computed energy, the most stable listed first: <Q>, <P>.

<P>
A 2-piece molecular cluster, C5H12N2 overall. Source: OMol25; level of theory: ωB97M-V/def2-TZVPD.

Each line ends with the natural charge from an NBO analysis.
Element x y z (Å)
H1 -0.986 -2.165 0.811  0.300
H2 2.308 -0.871 -1.833  0.252
C1 1.730 -0.067 -1.432  0.128
H3 -3.423 0.237 -0.539  0.505
C2 -0.700 -1.561 -0.019  -0.409
N1 -2.419 0.220 -0.167  -0.454
N2 1.680 0.223 -0.228  -0.404
H4 1.795 -1.246 1.368  0.244
H5 -2.864 2.150 -0.573  0.254
H6 -2.929 1.623 1.183  0.251
H7 1.303 1.162 0.296  0.482
C3 -2.359 1.602 0.325  -0.402
C4 -1.473 -0.496 -0.039  0.455
H8 3.137 -1.027 0.500  0.232
H9 1.097 0.487 -2.059  0.228
C5 2.395 -0.511 0.882  -0.423
H10 0.210 -1.936 -0.528  0.282
H11 2.815 0.254 1.568  0.261
H12 -1.317 1.924 0.485  0.217

Computed properties:
**Charge**: +2
**LUMO energy**: -8.65 eV
**Gap between HOMO and LUMO**: 11.1 eV

<Q>
An isolated ion of composition C5H12N2 and charge +2. Source: OMol25; level of theory: ωB97M-V/def2-TZVPD.

Each line ends with the natural charge from an NBO analysis.
Element x y z (Å)
H1 2.313 -1.802 -0.961  0.260
H2 0.735 0.066 -2.088  0.263
H3 0.566 -3.377 -0.835  0.466
H4 1.377 -1.431 0.518  0.243
N1 0.317 -2.399 -1.043  -0.669
C1 1.372 -1.427 -0.566  -0.227
H5 -1.244 2.801 0.600  0.450
H6 -1.132 -0.147 0.766  0.217
N2 -1.304 1.926 1.124  -0.404
H7 0.708 2.018 -0.447  0.244
H8 2.180 0.425 -1.180  0.283
H9 0.143 -2.331 -2.050  0.455
C2 1.183 0.003 -1.090  -0.481
H10 -2.419 2.943 2.489  0.258
H11 -0.575 -2.224 -0.567  0.437
H12 -1.980 1.146 2.875  0.234
C3 0.383 0.998 -0.263  -0.083
C4 -1.933 2.012 2.228  0.153
C5 -0.689 0.798 0.490  -0.099

Computed properties:
**Charge**: +2
**LUMO energy**: -8.39 eV
**Gap between HOMO and LUMO**: 10.1 eV
**Structure (SMILES)**: C=[NH+]/C=C/CC[NH3+]

Structures ranked by computed energy, the most stable listed first: <Q>, <P>.

<P>
A 2-piece molecular cluster, C2H6NOS overall. Source: OMol25; level of theory: ωB97M-V/def2-TZVPD.

Each line ends with the natural charge from an NBO analysis.
Element x y z (Å)
C1 -0.166 1.414 -0.787  -0.718
H1 0.089 -0.814 0.480  0.440
O1 -2.469 0.786 -0.570  -0.699
H2 2.644 -1.809 1.607  0.100
H3 0.696 1.331 -0.130  0.247
H4 0.133 1.113 -1.786  0.225
H5 -0.538 2.433 -0.788  0.212
S1 2.227 -1.052 0.581  -1.009
H6 -1.667 -1.217 0.563  0.379
C2 -1.294 0.525 -0.300  0.670
N1 -0.917 -0.576 0.365  -0.846

Computed properties:
**Charge**: -1
**LUMO energy**: 4.10 eV
**Gap between HOMO and LUMO**: 7.4 eV

<Q>
A 2-piece molecular cluster, C2H6NOS overall. Source: OMol25; level of theory: ωB97M-V/def2-TZVPD.

Each line ends with the natural charge from an NBO analysis.
Element x y z (Å)
C1 1.689 -0.595 1.431  -0.729
H1 0.007 1.632 -1.343  0.133
H2 2.002 -1.455 0.828  0.169
O1 -1.890 1.336 -2.457  -0.696
S1 -0.040 -0.847 2.104  -0.767
H3 -0.803 -0.684 -0.370  0.435
H4 -2.360 -0.239 -0.985  0.384
C2 -1.067 1.059 -1.516  0.507
H5 1.539 0.243 0.812  0.177
N1 -1.431 0.020 -0.749  -0.794
H6 2.355 -0.470 2.244  0.181

Computed properties:
**Charge**: -1
**LUMO energy**: 4.02 eV
**Gap between HOMO and LUMO**: 6.5 eV

Structures ranked by computed energy, the most stable listed first: <P>, <Q>.

<P>
One molecule with the formula C6H11N3. Source: OMol25; level of theory: ωB97M-V/def2-TZVPD.

Each line ends with the natural charge from an NBO analysis.
Element x y z (Å)
H1 -2.150 1.420 -2.515  0.235
H2 1.970 1.033 1.158  0.204
C1 0.622 0.235 -0.338  0.038
H3 0.319 1.672 1.256  0.252
C2 1.767 -0.291 -1.218  -0.589
N1 0.123 -0.914 0.474  -0.675
N2 -1.881 -1.673 0.457  -0.903
H4 -2.872 -1.766 0.625  0.394
H5 0.837 -1.160 1.155  0.396
H6 2.575 -0.669 -0.590  0.208
C3 1.112 1.372 0.574  -0.611
H7 1.419 -1.096 -1.863  0.221
C4 -1.175 -0.776 1.181  0.570
H8 1.412 2.229 -0.028  0.216
N3 -1.303 -0.047 2.212  -0.775
C5 -0.467 0.718 -1.187  -0.031
H9 -2.243 -0.095 2.597  0.344
H10 2.159 0.514 -1.838  0.222
H11 -0.863 -1.799 -0.218  0.480
C6 -1.359 1.092 -1.894  -0.197

Computed properties:
**LUMO energy**: 0.94 eV
**Gap between HOMO and LUMO**: 9.8 eV
**Structure (SMILES)**: [H]/N=C(\N)NC(C)(C)C#C

<Q>
C6H11N3 as an isolated structure. Source: OMol25; level of theory: ωB97M-V/def2-TZVPD.

Each line ends with the natural charge from an NBO analysis.
Element x y z (Å)
C1 -0.109 0.172 0.603  0.017
H1 -2.160 1.150 1.009  0.217
H2 -1.247 1.993 -1.243  0.243
N1 1.618 -1.635 0.291  -0.862
H3 2.141 -2.328 0.945  0.384
C2 -0.831 -1.767 0.761  -0.143
H4 1.596 0.305 -1.801  0.198
H5 0.523 1.191 -3.080  0.229
H6 1.881 2.056 -1.263  0.229
N2 -1.911 -0.948 0.864  -0.490
C3 0.214 -1.134 0.557  0.081
C4 1.057 1.315 -1.325  -0.346
H7 -0.986 -2.784 0.346  0.204
H8 -2.755 -1.413 1.531  0.419
H9 1.050 1.935 0.945  0.395
N3 0.900 1.139 0.089  -0.698
C5 0.043 2.049 -2.008  -0.600
H10 0.513 3.370 -2.325  0.215
C6 -1.543 0.269 0.741  -0.073
H11 2.210 -0.795 0.258  0.382

Computed properties:
**LUMO energy**: 0.81 eV
**Gap between HOMO and LUMO**: 8.7 eV

Structures ranked by computed energy, the most stable listed first: <P>, <Q>.

<P>
One molecule with the formula C2H4N2O2. Source: OMol25; level of theory: ωB97M-V/def2-TZVPD.

Each line ends with the natural charge from an NBO analysis.
Element x y z (Å)
C1 0.498 -1.075 0.589  0.886
N1 -0.529 1.422 -0.430  -0.738
H1 1.146 0.365 -0.713  0.432
H2 2.348 -0.707 -0.059  0.405
N2 1.381 -0.519 -0.274  -0.848
H3 -1.080 2.223 -0.722  0.367
O1 -0.849 -0.726 0.381  -0.513
C2 -1.277 0.460 -0.092  0.428
O2 0.733 -1.890 1.437  -0.583
H4 -2.371 0.448 -0.117  0.165

Computed properties:
**LUMO energy**: 0.83 eV
**Gap between HOMO and LUMO**: 11.3 eV
**Structure (SMILES)**: [H]/N=C/OC(N)=O

<Q>
One molecule with the formula C2H4N2O2. Source: OMol25; level of theory: ωB97M-V/def2-TZVPD.

Each line ends with the natural charge from an NBO analysis.
Element x y z (Å)
O1 2.022 -0.821 0.126  -0.550
H1 -0.047 -1.584 -0.244  0.140
H2 -0.503 2.341 -0.622  0.366
C1 1.353 0.185 -0.068  0.531
O2 -1.981 -0.914 0.122  -0.502
N1 -0.013 0.366 -0.282  -0.361
H3 -0.284 2.026 0.974  0.360
H4 1.903 1.230 0.190  0.108
C2 -0.806 -0.817 -0.086  0.545
N2 -0.656 1.585 0.087  -0.637

Computed properties:
**LUMO energy**: 0.60 eV
**Gap between HOMO and LUMO**: 10.9 eV
**Structure (SMILES)**: NN(C=O)C=O

Structures ranked by computed energy, the most stable listed first: <P>, <Q>.

<P>
One molecule with the formula C24H28N2O4. Source: OMol25; level of theory: ωB97M-V/def2-TZVPD.

Each line ends with the natural charge from an NBO analysis.
Element x y z (Å)
H1 5.986 1.683 0.704  0.179
H2 4.527 -1.037 1.555  0.210
C1 6.048 -0.096 -1.277  -0.253
O1 8.159 0.989 -0.773  -0.523
C2 -7.406 1.826 0.786  -0.199
C3 -1.398 -3.743 -0.156  -0.709
C4 -5.647 -2.004 -0.128  -0.669
O2 -3.735 -4.093 0.067  -0.580
C5 -2.383 1.701 0.104  -0.217
H3 -1.391 -4.819 -0.311  0.237
C6 -4.349 -1.296 -0.021  0.311
H4 -6.330 0.181 1.640  0.225
H5 1.845 -0.810 1.210  0.179
H6 -4.575 1.961 -1.821  0.228
H7 1.940 -0.803 -0.580  0.179
C7 3.442 0.411 0.413  0.057
C8 7.554 -0.023 -1.541  -0.070
H8 -5.981 -2.335 0.855  0.238
H9 3.609 1.009 -0.497  0.164
N1 5.850 -0.360 0.135  -0.442
C9 -0.209 0.650 0.207  0.301
C10 2.033 -0.188 0.325  -0.085
O3 1.136 0.901 0.285  -0.517
C11 7.937 0.767 0.602  -0.073
H10 -5.519 -2.901 -0.730  0.266
C12 -2.830 -3.280 -0.008  0.572
H11 2.762 1.800 1.567  0.482
H12 -8.247 3.493 -0.260  0.218
H13 -0.134 -1.486 0.204  0.221
C13 -2.151 -0.740 0.071  0.037
C14 -6.411 2.841 -1.145  -0.189
C15 6.444 0.706 0.923  -0.252
C16 -3.072 -1.846 0.026  -0.286
H14 8.414 1.597 1.126  0.192
H15 -8.199 1.784 1.518  0.219
H16 5.590 0.856 -1.597  0.167
H17 -0.846 -3.515 0.753  0.226
C17 4.502 -0.706 0.513  -0.219
H18 -0.529 2.761 0.233  0.222
H19 4.191 -1.546 -0.115  0.197
H20 7.754 0.223 -2.585  0.190
H21 6.297 0.486 1.981  0.211
N2 -4.268 0.062 -0.022  -0.380
H22 8.410 -0.179 0.905  0.163
C18 -5.340 0.972 -0.085  0.218
H23 5.612 -0.911 -1.858  0.201
C19 -0.763 -0.616 0.161  -0.324
C20 -2.939 0.431 0.035  0.095
C21 -6.363 0.921 0.855  -0.238
H24 -3.003 2.584 0.105  0.226
O4 3.544 1.234 1.550  -0.724
C22 -1.014 1.799 0.183  -0.251
C23 -7.432 2.787 -0.211  -0.212
H25 -6.429 3.587 -1.925  0.218
C24 -5.367 1.935 -1.088  -0.247
H26 8.006 -0.997 -1.299  0.164
H27 -6.409 -1.362 -0.564  0.221
H28 -0.923 -3.248 -1.000  0.223

Computed properties:
**LUMO energy**: 0.62 eV
**Gap between HOMO and LUMO**: 8.8 eV
**Structure (SMILES)**: CC(=O)c1c(C)n(-c2ccccc2)c2ccc(OC[C@@H](O)CN3CCOCC3)cc12

<Q>
One molecule with the formula C24H28N2O4. Source: OMol25; level of theory: ωB97M-V/def2-TZVPD.

Each line ends with the natural charge from an NBO analysis.
Element x y z (Å)
H1 -2.747 -0.872 -1.426  0.234
C1 1.020 0.534 1.102  -0.260
H2 -0.706 2.303 -1.873  0.214
N1 -2.780 0.605 -3.997  -0.454
C2 -2.859 -0.505 -0.402  -0.438
H3 0.188 0.876 -5.523  0.220
C3 6.083 -0.859 1.698  -0.493
H4 7.875 0.278 1.301  0.209
H5 3.038 1.089 4.876  0.238
H6 -1.543 -1.581 1.761  0.223
C4 -4.284 -0.915 1.670  -0.398
C5 2.351 0.959 1.526  0.600
H7 -3.483 -0.508 2.289  0.203
H8 6.457 0.827 0.399  0.212
C6 0.312 -0.509 1.794  0.074
C7 -3.565 0.779 -5.044  0.051
H9 -5.479 -1.518 3.366  0.212
C8 2.843 0.392 2.856  0.061
C9 2.171 -0.914 3.338  0.538
C10 4.593 -0.629 1.750  0.823
C11 -1.495 -0.208 0.160  0.251
C12 -3.087 0.998 -6.327  -0.263
N2 -0.744 0.757 -0.496  -0.367
H10 6.601 1.194 2.119  0.218
H11 6.286 -1.621 0.946  0.224
H12 -3.766 1.135 -7.153  0.223
C13 -0.980 -0.817 1.254  -0.275
C14 -1.714 1.035 -6.511  -0.157
H13 -2.216 1.384 -1.849  0.242
H14 1.565 1.652 4.057  0.220
O1 2.769 -1.618 4.134  -0.579
O2 3.018 1.767 0.910  -0.568
O3 4.254 0.169 2.756  -0.483
C15 2.628 1.456 3.938  -0.606
C16 -1.463 0.640 -4.170  0.208
H15 -4.409 -2.779 2.757  0.202
H16 0.335 -2.014 3.295  0.218
H17 -1.294 1.205 -7.492  0.221
H18 6.407 -1.218 2.676  0.230
O4 3.791 -1.085 0.970  -0.606
H19 3.140 2.371 3.652  0.228
H20 0.419 0.602 -3.138  0.219
C17 -0.886 0.854 -5.415  -0.247
C18 0.856 -1.179 2.850  -0.410
H21 -4.536 -1.816 -0.255  0.211
C19 6.802 0.446 1.357  -0.595
H22 1.031 1.836 -0.558  0.231
H23 -0.737 -0.633 -2.641  0.227
H24 -4.952 -0.089 1.412  0.195
C20 -5.060 -1.958 2.465  -0.601
H25 -5.875 -2.364 1.870  0.201
C21 -1.132 1.302 -1.778  -0.213
C22 -0.636 0.416 -2.934  -0.437
H26 -3.423 0.431 -0.459  0.219
H27 -4.627 0.740 -4.840  0.194
C23 0.473 1.085 -0.016  0.144
H28 -3.124 -2.401 0.608  0.203
C24 -3.706 -1.506 0.384  -0.394

Computed properties:
**LUMO energy**: 0.31 eV
**Gap between HOMO and LUMO**: 7.8 eV
**Structure (SMILES)**: CCCCC1=CC2=CC(=O)[C@@](C)(OC(=O)CC)C(=O)C2=CN1CCc1ccccn1

Structures ranked by computed energy, the most stable listed first: <Q>, <P>.